No. 1
{
  "formula": "C10H33NO7",
  "method": "wB97M-V/def2-TZVPD",
  "symbols": ["O", "O", "O", "O", "O", "O", "O", "N", "C", "C", "C", "C", "C", "C", "C", "C", "C", "C", "H", "H", "H", "H", "H", "H", "H", "H", "H", "H", "H", "H", "H", "H", "H", "H", "H", "H", "H", "H", "H", "H", "H", "H", "H", "H", "H", "H", "H", "H", "H", "H", "H"],
  "positions_angstrom": [[-12.7334, 25.4391, -28.4558], [-11.9759, 24.8745, -26.2739], [-12.3301, 22.6707, -29.8791], [-9.8850, 25.3677, -28.6466], [-14.6362, 25.9988, -27.5911], [-13.9415, 23.5408, -28.7760], [-5.1743, 26.6869, -30.3380], [-7.5540, 24.7787, -30.2006], [-14.9886, 23.4460, -29.6913], [-8.0117, 26.1549, -29.9258], [-6.2687, 24.5252, -29.6011], [-9.5057, 26.2176, -29.7731], [-4.1801, 27.2534, -31.0594], [-13.0124, 24.1312, -25.7147], [-5.1296, 25.2583, -30.4040], [-11.3430, 23.6812, -29.9160], [-11.1437, 25.7119, -28.0074], [-14.4484, 27.1790, -26.8292], [-11.5929, 24.9468, -27.3742], [-13.9658, 22.8015, -28.1642], [-13.7785, 24.7377, -25.2316], [-10.8821, 26.4141, -27.2158], [-11.0202, 23.8528, -28.8892], [-12.2872, 25.0017, -27.1731], [-13.6920, 26.7634, -26.1634], [-10.1221, 25.9511, -30.6316], [-7.8526, 26.9224, -30.6833], [-13.7069, 23.7667, -26.4716], [-15.3341, 27.4977, -26.2796], [-14.1409, 27.9111, -27.5759], [-9.9218, 27.1944, -29.5264], [-12.8169, 23.2643, -25.0834], [-14.5519, 22.7424, -30.4002], [-10.3950, 23.2647, -30.2563], [-4.1901, 26.9234, -32.0982], [-11.5388, 24.6997, -30.2513], [-4.1566, 28.3396, -31.1466], [-8.2500, 24.2343, -29.7113], [-6.3495, 24.6959, -28.5276], [-13.2267, 24.9174, -29.0888], [-5.2974, 24.8028, -31.3800], [-7.7008, 26.5972, -28.9793], [-15.1016, 24.3505, -30.2890], [-13.1214, 23.1973, -29.7443], [-11.8872, 26.0757, -28.7166], [-4.1715, 24.9318, -29.9996], [-15.9368, 23.0488, -29.3289], [-3.1970, 27.1150, -30.6094], [-6.1323, 23.4438, -29.5986], [-15.4490, 26.0527, -28.0991], [-13.3910, 25.7408, -27.8291]],
  "forces_ev_per_angstrom": [[-15.946, -5.023, -5.513], [-3.936, -2.934, 10.475], [2.007, -0.806, -3.101], [2.004, 0.356, -0.468], [-4.884, 0.286, 1.542], [-4.870, 0.936, 3.548], [-1.865, -1.122, 0.826], [-0.673, 1.417, -0.212], [-0.634, -1.389, -1.750], [-1.511, 0.761, -0.158], [0.272, 0.421, 0.095], [-1.794, -0.858, 1.939], [1.971, 0.955, -1.302], [-2.553, -0.727, 0.817], [-0.913, -1.048, 1.629], [2.009, -1.480, 2.102], [15.223, 5.232, -0.278], [0.089, -0.206, -0.019], [13.825, -0.796, -7.513], [0.238, -0.366, 0.004], [0.347, 0.502, 0.981], [0.389, 0.963, 0.506], [-0.447, -0.306, -0.142], [-7.813, 0.134, 2.224], [0.342, 1.413, 0.453], [0.374, -0.477, -0.547], [0.915, -0.399, -0.410], [0.424, -0.482, -0.602], [0.064, -0.074, -0.026], [0.429, 0.598, 0.770], [0.728, 0.575, 0.042], [0.810, 0.304, 0.077], [-1.023, -0.443, -0.718], [-0.206, 0.199, -1.066], [0.260, -0.356, -0.195], [-0.469, -0.602, -1.006], [-1.157, 0.242, 0.447], [-0.021, -0.439, 0.035], [0.624, 0.855, 0.317], [-1.049, 0.012, -0.176], [0.367, 0.723, -0.622], [0.809, -0.324, 0.181], [-0.101, 0.406, 0.580], [1.416, -1.148, -0.432], [6.087, 4.959, -1.904], [0.258, -0.107, -0.095], [0.078, 0.312, 0.245], [0.400, -0.760, -0.023], [0.578, -0.109, -0.663], [-0.026, -0.152, -0.320], [-1.446, 0.373, -0.573]],
  "nbo_charge": [-0.952, -0.664, -0.767, -0.613, -0.728, -0.718, -0.534, -0.627, -0.304, -0.255, -0.231, -0.067, -0.242, -0.278, -0.078, -0.311, -0.357, -0.278, 0.161, 0.516, 0.154, 0.133, 0.196, 0.453, 0.211, 0.152, 0.193, 0.148, 0.192, 0.192, 0.179, 0.191, 0.202, 0.189, 0.160, 0.159, 0.187, 0.373, 0.172, 0.493, 0.180, 0.184, 0.191, 0.445, 0.291, 0.166, 0.197, 0.154, 0.197, 0.496, 0.497],
  "spin_multiplicity": 1,
  "total_charge": 0
}


No. 2
{
  "formula": "C10H34ClNO10",
  "method": "wB97M-V/def2-TZVPD",
  "symbols": ["Cl", "O", "O", "O", "O", "O", "O", "O", "O", "O", "O", "N", "C", "C", "C", "C", "C", "C", "C", "C", "C", "C", "H", "H", "H", "H", "H", "H", "H", "H", "H", "H", "H", "H", "H", "H", "H", "H", "H", "H", "H", "H", "H", "H", "H", "H", "H", "H", "H", "H", "H", "H", "H", "H", "H", "H"],
  "positions_angstrom": [[-2.4596, 1.8422, -0.8020], [-0.8975, -0.9509, 1.9433], [-4.4939, 0.4520, 4.8451], [0.9830, -1.3716, -2.2438], [-3.2619, -2.1703, 3.3824], [2.8469, -2.5789, -0.1532], [0.5505, 1.2824, -6.5590], [1.1401, 2.3255, -3.1232], [2.5772, -0.1697, 1.2847], [2.5752, 2.0727, -0.4828], [-2.8593, 0.8769, 2.2194], [0.2599, 0.5716, -0.5103], [3.0051, -2.6316, -1.5644], [-1.0439, -2.2451, 2.1545], [0.2807, 1.9531, -4.1793], [-1.8436, -2.3694, 3.5192], [1.5591, -2.6541, -2.1744], [1.1987, 1.3838, -5.3361], [-4.9952, 0.6930, 3.5411], [-3.9877, 1.5813, 2.7097], [3.6442, 1.8842, 0.4249], [3.0584, 1.1093, 1.7036], [0.8868, 0.5107, -7.0205], [3.5293, -3.5147, -1.9296], [-1.6680, -3.3611, 3.9361], [1.0903, 1.1385, -0.4146], [0.4850, 0.1551, -1.4025], [0.0938, -0.0524, 0.2663], [2.9519, 2.6066, -1.1861], [-2.5809, 1.3141, 1.4113], [-3.7156, 2.5080, 3.2149], [3.4501, -1.7063, -1.9305], [1.0345, 3.2626, -2.9434], [-4.4305, 1.9753, 1.7949], [-0.2201, 2.8159, -4.6185], [-1.6163, -2.8060, 1.4157], [0.9463, -3.4975, -1.8563], [-3.7984, -0.1972, 4.7168], [0.1233, -1.5778, -2.6182], [-1.7513, -0.5195, 2.0247], [2.3964, -0.5870, 2.1302], [3.7926, 0.9341, 2.4899], [2.1443, 1.5218, 2.1304], [-0.5908, 1.1112, -0.5827], [1.8012, -2.8082, -3.2260], [4.3243, 1.2646, -0.1596], [2.6245, -1.6741, 0.0780], [4.1193, 2.8320, 0.6782], [1.6149, 0.3945, -5.1458], [-3.6749, -2.6887, 4.0769], [2.0299, 2.0531, -5.5581], [-1.4498, -1.7450, 4.3211], [-0.3589, 1.1561, -3.8004], [-5.4128, -0.1287, 2.9593], [-0.1355, -2.8329, 2.2865], [-5.8712, 1.2566, 3.8621]],
  "forces_ev_per_angstrom": [[0.095, 0.008, 0.179], [1.980, 2.982, -1.857], [0.570, -1.234, -0.331], [-0.841, -0.124, 0.805], [0.596, 0.238, -0.217], [0.868, -0.708, -0.151], [-1.582, -0.170, -1.190], [0.376, 0.311, 0.552], [0.425, -0.327, -0.174], [-0.148, 0.789, 0.153], [0.290, -0.701, 1.350], [0.737, 0.141, -0.186], [-3.068, 0.720, 0.494], [-2.286, -3.155, 3.194], [1.555, -0.919, -1.605], [0.344, -1.616, -0.069], [3.172, -0.651, -2.195], [0.485, 0.192, 0.530], [0.239, 2.372, 0.010], [-1.330, -0.160, -0.822], [-0.859, -1.421, 1.299], [0.249, 0.356, -1.530], [-0.166, 0.106, -0.049], [0.141, 0.040, 0.500], [-0.104, -0.496, -0.230], [0.270, 0.701, 0.782], [-0.432, -0.988, 0.003], [0.296, -0.763, 0.226], [-0.472, -0.053, -0.461], [0.022, 0.302, -0.905], [0.269, -0.308, 0.794], [0.405, -0.088, -0.175], [-0.146, -0.029, 0.030], [-0.913, -0.157, 0.004], [-0.487, -0.227, 0.264], [-0.295, 0.107, -0.412], [-0.201, 0.427, 0.619], [0.343, -0.227, 0.250], [-0.408, 0.567, -0.131], [-0.706, 0.743, 0.136], [-0.322, -0.630, -0.155], [0.323, 0.498, -0.153], [0.423, 1.265, -0.020], [-1.341, 1.167, -0.388], [-0.087, -0.930, -0.442], [0.647, -0.315, 0.835], [0.116, 0.302, 0.202], [-0.060, -0.035, 0.328], [0.098, 0.034, 0.923], [-0.159, -0.003, -0.041], [0.303, 0.339, 0.949], [0.243, 0.727, -0.419], [-0.506, 0.338, -0.290], [0.678, -0.570, 0.188], [0.524, 0.564, -0.029], [-0.163, 0.668, -0.974]],
  "nbo_charge": [-0.876, -0.755, -0.718, -0.745, -0.736, -0.739, -0.725, -0.747, -0.754, -0.737, -0.797, -0.928, -0.078, -0.063, -0.075, -0.096, -0.092, -0.072, -0.093, -0.089, -0.085, -0.090, 0.470, 0.188, 0.153, 0.444, 0.441, 0.444, 0.491, 0.515, 0.164, 0.169, 0.480, 0.185, 0.186, 0.158, 0.184, 0.467, 0.483, 0.521, 0.484, 0.181, 0.190, 0.447, 0.149, 0.180, 0.491, 0.181, 0.153, 0.474, 0.154, 0.163, 0.177, 0.177, 0.170, 0.181],
  "spin_multiplicity": 1,
  "total_charge": 0
}


No. 3
{
  "formula": "C10H34O12",
  "method": "wB97M-V/def2-TZVPD",
  "symbols": ["O", "O", "O", "O", "O", "O", "O", "O", "O", "O", "O", "O", "C", "C", "C", "C", "C", "C", "C", "C", "C", "C", "H", "H", "H", "H", "H", "H", "H", "H", "H", "H", "H", "H", "H", "H", "H", "H", "H", "H", "H", "H", "H", "H", "H", "H", "H", "H", "H", "H", "H", "H", "H", "H", "H", "H"],
  "positions_angstrom": [[0.1141, -1.0440, 4.6801], [-1.5689, 1.6727, 2.0841], [0.8607, 2.6277, 0.4638], [1.8554, -2.7887, 0.7965], [-0.6958, 0.0659, 0.0205], [-2.6761, 1.3262, -1.4376], [-0.3266, -1.1025, -2.3765], [0.8355, -0.1697, -5.6922], [-1.6024, -2.1760, 0.7837], [-2.3604, 4.5464, -3.1768], [2.3537, -0.4374, -0.8777], [-0.9004, -3.2380, 3.0869], [0.4549, -1.0262, -4.6108], [3.1326, -2.1268, 0.7305], [0.3980, -3.2330, 3.7210], [-2.8073, 3.2081, -2.9645], [-0.3929, 2.3393, 2.5746], [-2.1785, 2.6361, -1.7231], [0.0723, -0.2025, -3.3826], [0.9763, -1.8252, 3.8542], [0.2664, 3.2792, 1.5847], [2.9395, -0.6509, 0.3882], [-2.5596, 2.6584, -3.8786], [0.1172, -0.1785, 0.4780], [-0.7547, 0.3975, -3.7837], [-2.4910, 3.1812, -0.8278], [3.9150, -0.1565, 0.3446], [2.3740, -0.1323, 1.1722], [-1.2217, -1.2233, 0.5516], [-3.8951, 3.1981, -2.8954], [-1.3371, 1.1791, 1.2551], [-1.4177, -3.9186, 3.5242], [1.0563, -3.8432, 3.0934], [-2.5733, -2.0914, 0.7983], [0.2444, 1.9308, 0.1876], [3.7039, -2.2309, 1.6533], [0.8746, 0.4344, -3.0023], [-1.4369, 4.5164, -3.4423], [1.1845, -1.8161, -4.4078], [-1.0929, 2.6660, -1.8545], [1.0704, -1.4060, 2.8507], [0.3560, -3.7843, 4.6613], [-0.4509, -1.5274, -4.9752], [-1.2434, -2.4458, 1.6887], [1.7165, -3.0428, -0.1232], [1.3993, -0.4725, -0.7486], [1.0258, 3.8955, 2.0686], [-0.7377, 2.9164, 3.4302], [0.3227, 1.5558, 2.8495], [1.9193, -1.9129, 4.3873], [-0.3895, -0.6117, -1.5206], [-0.4488, 4.0104, 1.1889], [3.6821, -2.5728, -0.1062], [-0.7153, -0.9479, 4.1961], [1.1121, -0.7034, -6.4383], [-2.0588, 0.7977, -0.9023]],
  "forces_ev_per_angstrom": [[0.229, 0.061, -0.363], [0.358, 0.133, -0.565], [-0.010, -0.383, 0.447], [0.385, 0.072, -0.011], [0.075, -1.437, 0.895], [-0.091, -0.544, -0.773], [-0.075, -0.059, 0.441], [0.402, 0.434, 0.565], [-0.267, -0.421, 0.539], [-0.334, 0.186, 0.306], [-0.188, -0.345, 0.245], [0.154, 0.456, 0.333], [-0.430, -0.366, -0.686], [-0.316, 0.599, -0.904], [1.100, -0.766, -0.567], [0.006, 0.100, -0.766], [-0.446, -0.449, -0.553], [-0.307, -0.773, 1.137], [0.037, -0.249, -0.872], [-1.532, -0.762, 0.600], [-0.352, 0.490, -0.636], [0.633, 0.318, 0.229], [0.037, -0.516, 0.299], [0.271, 0.482, 0.178], [-0.061, 0.349, 0.622], [0.452, 0.852, -0.330], [0.034, -0.129, 0.139], [-0.066, -0.077, 0.062], [0.348, 1.645, -1.180], [0.020, 0.272, 0.129], [-0.120, 0.303, 0.708], [-0.252, 0.081, -0.194], [0.086, 0.254, -0.128], [0.269, -0.109, 0.119], [0.126, 0.143, -0.203], [-0.251, -0.182, 0.101], [0.124, 0.084, -0.386], [-0.001, -0.038, 0.018], [0.261, 0.294, 0.170], [0.100, -0.113, 0.231], [0.334, 0.165, 0.051], [-0.289, 0.485, 0.269], [-0.084, -0.244, 0.548], [-0.428, -0.538, -0.044], [-0.476, -0.092, 0.131], [0.066, -0.045, -0.515], [0.245, -0.339, 0.119], [0.239, -0.109, 0.220], [0.217, 0.258, 0.391], [0.209, 0.171, -0.278], [-0.378, -0.188, -0.604], [-0.340, -0.123, 0.225], [0.261, -0.010, 0.292], [0.005, 0.170, 0.176], [-0.009, -0.125, 0.002], [0.020, 0.672, -0.378]],
  "nbo_charge": [-0.709, -0.769, -0.735, -0.755, -1.203, -0.764, -0.772, -0.731, -0.821, -0.720, -0.710, -0.774, -0.067, -0.101, -0.095, -0.077, -0.095, -0.090, -0.082, -0.095, -0.096, -0.095, 0.162, 0.449, 0.162, 0.175, 0.188, 0.159, 0.535, 0.180, 0.491, 0.505, 0.194, 0.532, 0.478, 0.179, 0.174, 0.464, 0.158, 0.160, 0.172, 0.183, 0.155, 0.549, 0.485, 0.468, 0.180, 0.188, 0.153, 0.201, 0.495, 0.168, 0.177, 0.470, 0.468, 0.499],
  "spin_multiplicity": 1,
  "total_charge": 0
}


Respective DFT total energy values: -26704.374; -45405.612; -35487.819 eV.
Respective HOMO values: -5.34; -8.26; -9.43 eV.
Respective relative energy (zero: lowest compared OMol25 entry of this formula, charge and spin) values: 513.6; 52.5; 32.6 kcal/mol.